Entry from OMol25: a 2-piece molecular cluster, CH6N3O overall (ωB97M-V/def2-TZVPD).

Atoms and positions in Å:
C (1.12, -1.12, 0.18)
N (-2.68, 0.37, 0.55)
N (0.51, -0.23, -0.48)
N (0.30, 1.00, 0.10)
O (-2.24, 0.03, -0.51)
H (1.47, -2.02, -0.40)
H (1.49, -0.82, 1.13)
H (-0.11, -0.45, -1.18)
H (-3.28, 1.25, 0.36)
H (1.09, 1.42, 0.72)
H (-0.32, 1.62, -0.41)

Computed properties:
energy above the lowest of the compared OMol25 structures with the same formula, charge and spin = 101.11 kcal per mole
HOMO energy = -13.721 eV
charge = +1
Kohn-Sham gap = 8.435 eV

Here are the Löwdin charges for atoms 1 to 6, given in e:
1. C 0.1743
2. N 0.0613
3. N -0.0173
4. N 0.0844
5. O -0.0961
6. H 0.1537